1.
# C42H79BrCl22O4

12 unconnected molecules or ions with the total composition C42H79BrCl22O4 (ωB97M-V/def2-TZVPD, OMol25).

Geometry as XYZ:
```
148
Properties=species:S:1:pos:R:3:forces:R:3:mulliken_charge:R:1
Cl -0.07682 -5.11706 -5.81413 -0.1 -0.2 0.1 -0.217
H 2.13270 4.58390 0.59697 0.0 -0.1 0.0 0.308
H -5.20811 -1.75787 5.21294 0.1 0.0 0.1 0.092
H -0.16095 -6.36545 -3.81472 0.1 0.0 -0.1 0.422
H -2.73080 7.92095 5.52325 0.1 0.0 0.0 0.331
H -2.39900 -1.66640 -4.90597 0.0 0.1 0.1 0.065
H 0.68238 -4.56893 -2.24167 0.0 -0.1 0.0 0.098
C -1.64935 -1.98422 6.83629 0.0 -0.1 0.2 -0.158
C 0.57126 -1.00105 -7.71121 3.0 -1.8 1.4 0.720
H 0.51380 -3.12223 -7.25587 0.1 0.2 -0.1 -0.102
H 1.39800 0.59490 0.22468 -0.7 -0.1 0.4 0.601
Cl 2.49008 -5.23447 -3.57763 0.0 0.0 -0.1 -0.197
O 1.00494 -0.15670 -1.54620 1.0 0.1 -0.9 -0.495
H -6.76830 -1.69282 6.03471 0.0 0.0 0.1 0.367
H 6.70513 -1.72317 -0.76039 -0.1 0.0 0.1 0.254
H -6.43366 -3.97355 5.28101 0.0 0.1 0.0 0.297
H -2.35628 -1.87064 7.65383 0.0 0.0 0.0 0.250
H 0.80656 -0.84453 1.61699 -0.2 -0.1 0.1 0.602
Cl -1.57067 5.54453 4.48859 -0.1 -0.1 0.1 -0.081
C 2.01067 5.62167 6.65050 -0.1 0.1 0.2 -0.330
C -1.69462 1.44469 0.52898 0.0 0.6 -0.6 -0.693
H 0.35729 -2.86203 -0.61881 0.2 0.0 0.1 -0.118
H 0.66295 2.20593 -6.26713 -0.2 -0.2 0.1 0.489
H -3.37228 0.96790 2.47326 -0.2 0.2 -0.1 0.390
C -0.02503 -0.50107 -2.35295 -1.2 4.2 4.6 0.289
O -0.43094 -0.95754 -8.29234 -3.5 0.7 -2.1 -0.468
Cl 3.99780 7.45986 6.25006 0.0 0.0 0.0 -0.206
C 0.97154 0.16697 -5.79224 -1.0 0.2 0.1 0.089
H -0.01707 1.73576 -4.73137 0.2 0.1 0.1 0.139
C 0.82985 5.14227 2.23268 0.0 0.3 -0.4 0.156
C 2.15724 2.21547 -4.74626 0.1 -0.6 0.3 -1.412
H 5.21157 -1.94029 -2.79799 0.1 0.0 0.0 0.416
H 7.25524 -0.53955 2.69534 0.1 0.0 0.0 0.208
Cl 2.06488 4.86959 5.03991 0.5 0.0 0.7 -0.099
H 1.67385 7.65692 5.94668 0.2 -0.1 -0.2 0.224
C -3.17493 -0.08619 -10.24553 0.1 0.0 0.1 -0.218
C 1.01330 2.28325 -0.93111 0.0 0.4 -1.6 -0.712
C -1.05953 -0.96936 0.39275 1.7 0.2 0.4 -1.266
H 1.83639 -2.60428 -8.34721 -0.1 0.0 0.1 0.353
H -4.52330 0.84433 -8.87258 0.1 0.0 0.0 0.072
Cl -0.48469 4.06589 1.67654 0.2 0.5 0.4 -0.084
C -2.96916 -1.08108 -5.62578 0.1 -0.2 -0.1 -0.037
Cl 3.77817 -3.79925 4.15828 0.0 0.0 0.0 -0.118
H 4.04397 -0.86852 -2.02143 0.0 0.0 0.1 -0.663
O 1.19084 0.10297 -7.22883 0.4 0.3 0.4 -0.425
H -2.24245 0.23008 -9.78398 0.0 0.0 0.0 0.143
C -2.25963 7.38532 6.34366 -0.3 0.2 0.1 -0.438
H -6.30182 -3.96620 7.04068 0.1 0.0 0.0 0.331
H 2.54597 1.05761 -2.97277 -0.4 0.0 0.2 -0.482
Cl -4.23935 -4.38457 5.98369 0.0 -0.1 0.0 -0.161
Cl 9.25745 -3.04503 4.52554 0.0 0.0 0.0 -0.199
C -5.83997 -3.61561 6.12076 -0.2 0.0 0.0 -0.433
H -5.54996 0.01583 -0.35967 -0.3 -0.1 0.1 0.227
H 2.11147 7.50760 7.64216 0.0 0.0 0.0 0.388
C 2.89601 -6.12714 3.02764 0.0 -0.1 0.1 -0.582
H 2.99157 1.62870 -5.15949 -0.1 0.2 0.0 0.439
Cl -4.99022 -1.42649 7.53795 -0.1 0.0 0.0 -0.185
Cl 2.63975 3.14492 2.40818 0.1 -0.2 -0.3 -0.167
C 5.96398 -0.97987 -1.04038 0.1 0.0 -0.2 -0.360
Cl -3.87811 2.55634 -10.33563 0.0 0.0 0.0 -0.196
C -2.26210 5.90622 6.09062 -0.1 -0.2 0.0 -0.623
H -5.02507 -0.71139 -6.16946 0.0 0.1 0.1 0.271
H -0.37995 -3.23266 8.01228 -0.1 0.0 0.0 0.308
H -3.49618 0.55221 -0.46219 0.3 0.1 0.0 -0.074
C 7.68125 -1.52287 2.88658 -0.1 0.1 0.1 -0.183
H 0.59022 6.14939 1.89309 0.0 0.0 -0.1 0.362
H 0.83069 5.14234 3.31537 -0.2 0.0 -0.4 -0.317
H -2.02931 -2.74590 6.16229 0.1 0.0 -0.1 0.050
C 0.16681 -1.57319 1.12489 -0.7 -1.2 -0.4 -0.154
H -1.88192 -0.95528 1.10459 -0.1 0.5 -0.2 0.178
Cl 0.84543 -2.75913 6.07203 0.2 0.0 0.0 -0.099
Cl -2.60236 0.64050 -5.34802 -0.1 0.1 0.1 -0.187
C 0.66167 0.83254 -0.55131 0.7 -0.4 1.0 -0.518
H 0.03690 2.12178 -2.82575 0.3 0.1 -0.3 -0.200
O 0.07449 -1.19377 -3.26242 0.5 -3.2 -3.9 -0.457
Cl -5.05469 -1.19928 -3.86096 0.0 0.0 0.0 -0.145
C 4.83943 -1.58905 -1.83633 -0.1 0.0 -0.2 0.372
H 1.68870 -0.43520 -5.22462 0.2 0.2 -0.2 0.323
H 1.94546 -2.22732 -6.61813 0.0 -0.4 -0.1 0.314
C 2.23007 2.07786 -3.20655 0.3 0.7 -0.5 0.390
H 1.90077 -2.09759 -0.08421 -0.4 -0.3 -0.1 -0.070
C -5.61269 -0.77814 0.38942 0.9 -0.5 0.2 -1.147
C -4.44453 -1.37146 -5.52881 0.0 -0.1 -0.1 -0.627
H -3.28369 5.52734 6.09670 0.0 0.1 0.0 0.363
H -5.22890 -0.60413 2.49585 0.3 -0.1 0.0 0.217
H -0.01904 -0.27885 -5.63840 0.3 0.0 0.2 -0.331
H -1.43346 2.50759 0.32414 -0.2 -1.0 -0.2 0.239
H 2.90714 -5.74555 5.13174 0.1 0.0 0.0 0.372
Cl -1.62203 -0.44047 5.96108 0.0 0.2 -0.1 -0.124
C -0.81016 0.46857 -0.27720 -1.5 -1.5 0.2 3.242
Br -0.55763 -2.71353 2.62101 0.0 0.4 0.0 -0.229
H 2.02343 2.57723 -0.61804 -0.1 -0.5 0.3 0.454
C -1.25360 0.16829 -1.73481 -1.2 1.1 -0.1 -2.329
C -0.20293 -5.30321 -4.04380 -0.1 0.0 0.2 -0.476
H -1.32904 -1.68304 -0.39096 0.0 0.0 0.2 0.345
H -2.60699 -1.32298 -6.62565 0.0 0.0 0.0 0.263
H 0.88396 3.64392 -2.57533 0.0 -0.2 -0.3 0.699
C 2.69079 -5.21072 4.20787 -0.1 -0.1 0.1 -0.415
H -3.89814 -1.31707 1.61498 0.2 0.3 0.0 0.191
C 0.87131 -4.53580 -3.31421 0.0 0.1 0.1 0.595
C 0.96644 -2.57183 0.24227 0.0 0.8 0.7 0.525
H -3.42173 -1.07792 -9.86823 0.0 0.0 0.0 0.251
H 8.20565 -0.98206 4.88556 -0.1 0.0 0.0 0.332
H 3.94052 -6.40796 2.91385 0.0 0.1 0.0 0.344
H 0.14020 -1.54771 7.96663 0.0 0.0 -0.1 0.364
C 8.67627 -1.43855 4.01609 0.0 0.1 0.0 -0.448
C -4.02712 0.90864 1.59389 0.3 -0.6 -0.3 -1.036
C 2.29222 7.10999 6.64440 0.2 -0.2 0.1 -0.445
H -1.18454 -4.92973 -3.75470 0.0 0.1 0.0 0.320
H 2.35297 3.24164 -5.07481 -0.4 0.0 0.2 0.340
H 0.35282 3.00709 -0.44869 0.0 -0.4 0.0 -0.171
H 2.72796 5.10393 7.28320 0.0 0.0 -0.1 0.357
H 2.93810 5.42714 1.92062 0.0 0.0 0.1 0.449
H -4.85433 1.61277 1.73507 0.2 0.0 0.0 0.395
H 3.05028 2.72921 -2.86638 -0.1 -0.2 0.0 0.532
Cl 8.43562 -2.06336 1.36461 0.1 -0.1 0.0 -0.209
H 2.31116 -7.03650 3.15942 -0.1 0.1 0.0 0.311
C 2.16351 4.70101 1.67860 -0.1 0.1 0.0 -0.531
H -2.14751 -0.45338 -1.85040 0.3 -0.2 0.3 0.719
H 1.01049 5.43043 7.03639 0.0 0.1 0.0 0.101
C -3.22463 1.28283 0.30560 -0.4 0.2 0.7 -0.590
Cl -0.60253 8.01210 6.53640 -0.4 0.1 0.1 -0.173
H 9.54156 -0.83974 3.74161 0.0 -0.1 0.0 0.334
H -3.61570 2.24687 -0.03833 0.1 -0.2 -0.1 0.394
C -4.29922 0.87134 -9.93873 -0.1 -0.1 0.1 -0.198
H -2.79977 7.62047 7.25963 0.1 -0.1 0.0 0.335
C 0.97331 2.55509 -2.47083 -0.1 -0.1 1.1 -0.989
Cl -2.89545 -0.25486 -11.99791 0.0 0.0 0.0 -0.201
H -1.69382 5.36398 6.84367 0.1 0.0 -0.1 0.284
H -1.50486 1.29570 1.59917 0.3 0.0 -0.2 0.615
C 1.25414 -2.34989 -7.45658 0.4 1.0 0.3 -0.528
H 0.89952 -3.49489 -3.62261 0.0 0.0 0.0 -0.477
H -4.63729 -2.39955 -5.83204 0.1 0.0 0.0 0.414
C -4.63267 -0.50861 1.57524 -1.1 0.1 0.1 0.023
Cl 5.37114 -0.19956 0.45014 0.0 0.0 0.0 -0.183
H 6.45961 -0.20793 -1.62781 -0.1 0.0 0.0 0.350
H -5.29057 -1.71133 -0.08989 -0.2 0.2 -0.2 0.273
H -1.60725 1.10706 -2.18902 0.7 -0.2 -0.5 0.427
H 1.18475 -3.44594 0.86030 0.2 0.3 -0.5 -0.512
C 0.87127 1.63208 -5.35553 0.5 0.2 -0.8 -0.430
H -6.63564 -0.95579 0.72314 0.0 0.4 -0.1 0.414
H 6.86815 -2.20677 3.11954 0.1 -0.1 0.0 0.157
C -5.76301 -2.10889 6.08087 -0.1 0.0 -0.1 -0.270
Cl 2.35635 -5.37661 1.50640 0.2 -0.2 0.0 -0.105
Cl 4.13030 -2.99544 -1.00769 0.1 -0.1 0.0 -0.106
H 1.66701 -4.84487 4.25592 0.0 0.1 -0.1 0.201
C -0.29372 -2.35236 7.37649 0.0 -0.1 0.1 -0.624
H -5.20369 0.61348 -10.48516 0.0 0.0 -0.1 0.361
```
Forces are in eV/Å.

Properties
SMILES string: CCCCC[C@@]1(C[C@H](C)Br)CC(=O)O[C@H]1CCCCCCOC(C)=O.ClCCCl.ClCCCl.ClCCCl.ClCCCl.ClCCCl.ClCCCl.ClCCCl.ClCCCl.ClCCCl.ClCCCl.ClCCCl
Net charge: 0
Spin multiplicity: 1
Lowest unoccupied orbital energy in eV: 0.24

=====

2.
# C20H36I2IrNO4PSSc

A molecular structure, C20H36I2IrNO4PSSc (ωB97M-V/def2-TZVPD, OMol25).

Geometry as XYZ:
```
67
Properties=species:S:1:pos:R:3:forces:R:3:nbo_charge:R:1
H -4.26423 -4.27033 0.24391 0.0 0.1 -0.1 0.245
H 2.09073 2.78031 3.33327 -0.4 -0.2 -0.7 0.282
H 3.54420 2.89468 -0.93805 0.3 -0.3 0.1 0.223
C -0.11864 2.17123 2.16294 -0.8 0.0 -0.2 -0.647
H 4.22862 0.87697 -2.56167 -1.5 0.2 -0.1 0.260
C 1.32154 1.30127 -2.25514 -0.3 0.3 -3.7 -0.014
H -5.76863 -0.74818 0.66066 -0.1 -0.1 -0.1 0.202
H -0.27515 3.12291 1.62293 0.0 -0.3 0.3 0.231
C 0.73880 -1.91879 -0.29597 9.7 -0.6 -5.3 0.451
H 1.27723 0.45325 3.72426 -0.1 0.5 -0.6 0.291
H 0.58858 -0.52730 2.41920 0.2 0.6 0.2 0.176
C -5.76647 -1.48318 1.46877 0.1 0.0 0.1 -0.643
H 3.83006 -0.81777 -2.02331 0.0 0.5 0.1 0.234
H 5.15406 0.28381 -1.58619 -0.6 -0.8 1.4 0.299
C 2.29786 2.48760 2.28176 0.6 0.3 0.0 -0.669
H -5.61934 -3.28033 -0.30768 0.2 -0.1 0.0 0.281
H -0.12955 -0.60388 -2.24827 -0.1 0.8 0.3 0.189
C 4.02008 2.14918 -0.27667 -1.0 1.1 0.1 -0.676
C 3.90837 -0.25222 0.63958 -0.2 -1.0 0.9 -0.662
N -0.25881 0.14716 0.32276 2.1 -1.3 -2.6 -1.295
H 3.22364 -1.09878 0.76198 0.4 0.1 0.5 0.201
C -3.69530 -0.43457 -1.46699 -3.3 -1.2 -1.8 0.632
C -4.57536 -2.44227 1.36373 -0.9 -0.2 0.5 -0.021
I -0.01123 -3.38796 2.72835 0.1 -0.7 0.7 0.521
H 2.32079 -0.29447 2.55593 -0.1 0.2 -0.1 0.243
H 3.27292 1.98977 2.39670 -0.2 0.5 -0.5 0.229
H -3.58879 -3.96585 2.57728 -0.1 -0.1 0.0 0.204
I -3.88049 2.29368 0.62792 -0.1 -0.1 0.0 0.491
C 1.23592 1.51856 1.76029 -0.6 1.4 2.7 -0.159
H -5.75820 -0.94142 2.41857 0.0 -0.1 -0.1 0.240
H -6.69193 -2.06811 1.40811 0.1 0.1 0.0 0.277
O -1.62924 -4.45593 -0.99578 0.9 3.8 2.2 -0.177
C 4.04857 0.21688 -1.71376 0.7 -0.3 -0.3 -0.695
H -3.96784 -2.79590 -0.70755 -0.2 -0.1 -0.1 0.178
H -1.00196 1.51899 2.01945 0.6 0.4 -0.1 0.198
C 3.32486 0.72412 -0.38359 4.6 0.1 -2.0 -0.124
H 4.15230 0.22686 1.59108 -0.4 -0.1 0.0 0.247
H 4.07735 2.62949 0.68664 -0.6 -0.3 0.4 0.258
C -1.39822 -3.47488 -0.44090 -2.9 -10.8 -6.9 0.441
Sc -0.92959 -1.95295 0.58212 -4.0 7.4 8.4 0.784
P 1.25844 1.00480 -0.18246 -0.7 -1.1 2.3 1.622
H 0.19109 0.03369 -3.84507 0.6 0.5 0.8 0.303
H 0.63653 3.21858 -3.33652 0.3 -0.7 0.9 0.305
H 4.86601 -0.71928 0.31270 -0.8 0.6 -0.2 0.294
O -1.03450 1.70697 -2.40171 -3.0 -1.9 2.0 -0.420
C 1.36217 0.22619 2.64345 0.2 -1.0 -0.6 -0.638
C 2.26385 1.39088 -3.54601 1.7 -0.4 -1.2 -0.663
H 3.01923 2.20295 -3.54870 -0.5 -0.5 0.4 0.267
H 0.27864 3.28798 -1.58733 0.3 -0.5 -0.3 0.223
H 1.89800 3.50666 -2.13069 0.0 -0.8 -0.2 0.268
H 2.73540 0.43787 -3.89549 -0.3 0.7 0.8 0.269
H -5.36448 -4.07262 2.53111 0.2 0.1 0.0 0.281
H 5.10295 2.16092 -0.51330 -0.6 -0.9 -0.5 0.301
C -4.51395 -3.38202 2.57817 0.0 0.3 0.1 -0.641
Ir -2.41740 0.12985 -0.20057 1.2 0.9 -0.8 0.279
C -4.59016 -3.24337 0.06936 0.0 0.0 -0.2 -0.647
O -4.48676 -0.74313 -2.24426 2.5 0.9 2.0 -0.314
C -1.51490 1.06390 -1.57762 -0.1 3.0 -2.5 0.642
H 2.30966 3.41514 1.67497 0.4 -0.5 0.5 0.242
H 1.64794 1.61428 -4.45678 -0.2 0.1 1.1 0.298
C 0.63727 -0.06821 -2.82515 -0.2 -1.1 0.2 -0.668
H 1.37392 -0.89255 -2.89737 0.2 1.0 -0.2 0.256
C 1.00359 2.89027 -2.32697 -0.8 1.5 1.0 -0.650
O 1.76638 -1.93124 -0.81513 -2.7 -0.1 1.5 -0.331
S -3.05349 -1.36273 1.59084 -0.1 -0.1 0.1 -0.122
H -4.57234 -2.82157 3.51512 -0.1 -0.1 -0.1 0.245
H -0.13056 2.37410 3.25872 0.4 0.0 -0.8 0.276
```
Forces are in eV/Å.

Properties
Net charge: +4
⟨S²⟩: 6.041
Spin multiplicity: 5
Lowest unoccupied orbital energy (alpha / beta) in eV: -14.59 / -15.96

=====

3.
# C4H8O2

A single C4H8O2 molecule (ωB97M-V/def2-TZVPD, OMol25).

Geometry as XYZ:
```
14
Properties=species:S:1:pos:R:3:forces:R:3:nbo_charge:R:1
H -2.68474 0.42250 -0.23415 0.1 -0.1 0.0 0.214
H -0.12104 -0.96578 -1.20117 -0.1 0.1 0.0 0.161
C 2.02232 0.00065 1.42899 0.4 0.1 0.0 0.427
C -2.12161 -0.45673 -0.55967 0.0 0.0 0.0 -0.623
H 1.70257 0.32743 -0.64490 0.0 0.0 0.1 0.200
H -2.18128 -1.21534 0.22598 0.0 0.1 -0.1 0.215
H -0.60107 0.70078 -1.57958 0.0 -0.1 0.1 0.164
C -0.67503 -0.09380 -0.82092 -0.2 -0.1 -0.2 -0.056
H -2.58839 -0.85793 -1.46521 0.1 0.1 0.1 0.214
H 1.41177 1.75902 0.35946 0.0 -0.2 0.0 0.205
C 1.25956 0.67136 0.30154 0.2 0.0 0.0 -0.180
H 1.40192 -0.67004 2.05983 0.1 0.0 0.0 0.115
O -0.09986 0.33761 0.39717 0.0 0.0 0.1 -0.542
O 3.20098 0.16641 1.62276 -0.5 -0.1 -0.1 -0.513
```
Forces are in eV/Å.

Properties
SMILES string: CCOCC=O
Net charge: 0
Spin multiplicity: 1
Relative energy (zero: lowest compared OMol25 entry of this formula, charge and spin) in kcal/mol: 36.86
Lowest unoccupied orbital energy in eV: 0.97

=====

4.
# C4H5NOS

A single C4H5NOS molecule (ωB97M-V/def2-TZVPD, OMol25).

Geometry as XYZ:
```
12
Properties=species:S:1:pos:R:3:forces:R:3:nbo_charge:R:1
H 0.88372 -2.33737 0.75797 0.4 2.0 -0.6 0.245
C -1.91538 0.98110 -0.78602 -0.9 2.4 -1.6 -0.237
C -0.70973 0.60826 -1.12157 2.6 0.6 -0.9 -0.423
O -3.58701 0.20455 0.76458 -0.3 0.7 -0.7 -0.578
C 0.76503 -1.19042 0.63172 -0.4 -1.4 0.0 -0.775
S -0.58347 -1.11112 -0.70150 1.2 0.6 1.0 1.102
H 1.59351 -0.61094 0.17912 -0.1 -0.9 0.4 0.231
H 0.55132 -0.84407 1.66939 -0.5 0.3 -1.1 0.255
C -2.62606 0.01695 0.04161 -1.0 -0.4 1.6 0.568
N -1.95809 -1.13310 0.02531 -0.4 -3.0 0.8 -0.877
H 0.11363 1.19424 -1.59601 -1.0 -0.7 0.2 0.245
H -2.37179 1.88936 -1.20944 0.3 -0.2 0.9 0.243
```
Forces are in eV/Å.

Properties
Net charge: 0
Spin multiplicity: 1
Relative energy (zero: lowest compared OMol25 entry of this formula, charge and spin) in kcal/mol: 62.25
Lowest unoccupied orbital energy in eV: -0.03

=====

no.,largest force on an atom (eV/Å)
1,6.35
2,13.10
3,0.54
4,3.17